<P>
Computed, not measured: CH2O2S2 in the gas phase, with wB97M-V/def2-TZVPD.

The geometry in XYZ format:
```
7
Properties=species:S:1:pos:R:3:mulliken_charge:R:1
C 1.18184 2.03349 -0.58615 -0.221
O 2.33045 -0.92076 -0.92741 -0.426
O 3.65123 -0.64698 1.17962 -0.443
S 0.74091 0.85431 0.41695 -0.087
S 3.08764 -0.05854 -0.03136 0.655
H 2.23385 2.33702 -0.41345 0.246
H 0.51286 2.67262 -1.13378 0.276
```

Output
* highest occupied orbital energy (alpha / beta): -9.75 / -9.75 eV
* E_LUMO (alpha / beta): -1.345 / -1.345 eV
* orbital gap (alpha / beta): 8.406 / 8.407 eV



<Q>
Computed, not measured: 2 unconnected molecules or ions with the total composition CH2O2S2, with wB97M-V/def2-TZVPD.

The geometry in XYZ format:
```
7
Properties=species:S:1:pos:R:3:mulliken_charge:R:1
C 0.04007 0.70618 -0.33222 0.239
O -2.44198 0.02324 0.09503 -0.446
O 1.14981 1.25138 -0.81211 -0.367
S 0.96211 -1.33256 1.47998 -0.274
S -1.50210 0.68945 -0.81677 0.313
H 1.92031 0.70087 -0.93108 0.403
H -0.12821 -2.03858 1.31716 0.133
```

Output
* highest occupied orbital energy (alpha / beta): -9.31 / -9.38 eV
* E_LUMO (alpha / beta): -2.592 / -2.568 eV
* orbital gap (alpha / beta): 6.715 / 6.810 eV



Which of them is the most stable, and which is the least stable? <P> and <Q>, in that order.



<P>
Computed, not measured: C3H4N2S2 in the gas phase, with wB97M-V/def2-TZVPD.

The geometry in XYZ format:
```
11
Properties=species:S:1:pos:R:3:mulliken_charge:R:1
C 0.18470 0.35241 1.59991 0.477
C 0.74021 -0.71154 -0.63029 0.338
C -1.27872 0.91542 -0.23372 -0.987
N 0.52438 0.49614 2.68749 -0.480
N -0.21755 0.16088 0.37142 -0.137
S 0.42221 -0.70522 -2.20125 -0.245
S 1.90290 -1.56864 0.30143 -0.174
H -1.87218 0.25029 -0.86438 0.309
H -1.90666 1.32321 0.55881 0.392
H -0.89281 1.73337 -0.84779 0.328
H 2.39351 -2.24632 -0.74164 0.179
```

Output
* SMILES: CN(C#N)C(=S)S
* highest occupied orbital energy: -9.56 eV
* E_LUMO: -0.563 eV
* orbital gap: 8.996 eV



<Q>
Computed, not measured: a molecular structure, C3H4N2S2, with wB97M-V/def2-TZVPD.

The geometry in XYZ format:
```
11
Properties=species:S:1:pos:R:3:mulliken_charge:R:1
C 0.88265 -0.90669 0.02145 -0.806
C 2.11779 -0.29912 -0.05793 -0.072
C -0.04875 0.08123 0.06900 0.619
N 0.32208 1.25217 0.08992 -0.404
N -1.82712 -0.30376 0.02572 -0.397
S 1.97323 1.36644 -0.03311 0.049
S -2.75211 1.11125 0.00615 -0.123
H 0.62580 -1.92805 0.16464 0.366
H 3.16153 -0.72770 -0.03482 0.318
H -1.68531 -0.56731 1.08045 0.291
H -2.76980 0.92154 -1.33146 0.159
```

Output
* highest occupied orbital energy: -8.55 eV
* E_LUMO: 0.613 eV
* orbital gap: 9.164 eV



<R>
Computed, not measured: C3H4N2S2 in the gas phase, with wB97M-V/def2-TZVPD.

The geometry in XYZ format:
```
11
Properties=species:S:1:pos:R:3:mulliken_charge:R:1
C 1.71965 0.15105 0.11102 0.498
C -0.76094 2.43204 -0.10073 -0.087
C 0.51423 -0.86374 -0.00779 -0.915
N 1.39150 1.40496 0.24250 -0.709
N 0.28502 1.91138 0.11826 0.350
S 3.25073 -0.54844 -0.11231 -0.049
S 4.97945 0.42099 -0.07605 -0.352
H -1.53650 3.05321 0.19293 0.397
H 0.46215 -1.67958 0.63926 0.332
H 0.43708 -1.27595 -1.07115 0.266
H -0.29639 -0.19087 0.13894 0.267
```

Output
* highest occupied orbital energy (alpha / beta): -7.36 / -7.37 eV
* E_LUMO (alpha / beta): -1.042 / -1.039 eV
* orbital gap (alpha / beta): 6.321 / 6.328 eV



<S>
Computed, not measured: C3H4N2S2 in the gas phase, with wB97M-V/def2-TZVPD.

The geometry in XYZ format:
```
11
Properties=species:S:1:pos:R:3:mulliken_charge:R:1
C 2.18721 0.93552 -0.45576 -0.405
C 2.29710 -0.38727 -0.13727 0.376
C -0.29078 -0.74784 0.63826 -0.685
N 3.29376 1.60484 -0.20379 -0.296
N 4.26048 0.93224 0.25446 -0.243
S 3.91455 -0.71068 0.21273 0.085
S 1.05772 -1.65289 -0.30341 -0.094
H 1.32312 1.42421 -0.91037 0.473
H -1.32841 -0.79601 0.34314 0.317
H 0.12476 0.15253 0.60190 0.194
H -0.15341 -1.30623 1.57401 0.278
```

Output
* SMILES: CSc1cnns1
* highest occupied orbital energy: -8.88 eV
* E_LUMO: 0.105 eV
* orbital gap: 8.983 eV



Which of them is the most stable, and which is the least stable? <P> and <R>, in that order.



<P>
Computed, not measured: a gas-phase ion, C6H8N (charge +1), with wB97M-V/def2-TZVPD.

The geometry in XYZ format:
```
15
Properties=species:S:1:pos:R:3:mulliken_charge:R:1
C -1.49828 1.47932 -0.25390 -0.456
C -1.83270 0.21168 -0.52907 -0.521
C 1.55206 -0.55804 0.11462 -0.550
C -0.21020 1.05820 0.57663 0.040
C 0.87845 0.67785 -0.31654 -0.359
C -0.62857 -0.35065 0.08798 0.011
N 0.35521 -1.48596 0.32165 -0.099
H -1.78002 2.40034 -0.72528 0.389
H -2.63027 -0.10433 -1.17815 0.418
H 2.14315 -1.14313 -0.61355 0.352
H 1.97259 -0.56426 1.15969 0.313
H -0.19548 1.16177 1.68226 0.328
H 1.19926 1.23537 -1.17900 0.402
H 0.38327 -2.11241 -0.44986 0.352
H 0.29154 -1.90576 1.30253 0.379
```

Output
* SMILES: C1=C[C@]23[NH2+]C[C@@H]2[C@@H]13
* net charge: +1
* highest occupied orbital energy: -12.71 eV
* E_LUMO: -4.283 eV
* orbital gap: 8.428 eV



<Q>
Computed, not measured: a molecular structure, C6H8N, with wB97M-V/def2-TZVPD.

The geometry in XYZ format:
```
15
Properties=species:S:1:pos:R:3:mulliken_charge:R:1
C 0.86993 1.55234 -0.23550 -0.420
C 1.47958 0.40850 -0.47847 0.209
C 1.64712 -0.90945 0.13488 -0.293
C -1.48086 0.48842 -0.13488 -0.593
C -0.92755 -0.96645 -0.27530 -0.433
C -0.15977 0.83132 0.63733 -0.086
N 0.26329 -0.57887 0.49584 0.132
H 0.67239 2.43516 -0.76831 0.437
H 1.77008 -1.73839 -0.50566 0.306
H 2.36575 -1.06118 0.95887 0.241
H -1.60070 1.12633 -0.97957 0.316
H -2.36191 0.56112 0.47929 0.274
H -1.62846 -1.69998 0.32963 0.273
H -0.73250 -1.52729 -1.34584 0.283
H -0.17637 1.07842 1.68767 0.355
```

Output
* net charge: +1
* highest occupied orbital energy (alpha / beta): -14.38 / -14.38 eV
* E_LUMO (alpha / beta): -5.617 / -5.618 eV
* orbital gap (alpha / beta): 8.764 / 8.762 eV



Which of them is the most stable, and which is the least stable? <P> and <Q>, in that order.